Entry 1:
Formula: C6H6I2O2
Source: the OMol25 dataset
Level of theory: the ωB97M-V functional and the def2-TZVPD basis

Kohn-Sham gap in eV: 6.42
Energy relative to the best compared isomer or geometry (same formula, charge and spin) in kJ/mol: 0.0
2S+1: 1
LUMO level in eV: -1.636
SMILES string: Oc1ccc(O)cc1.II
Molecular weight in g/mol: 363.9

Atoms and positions in Å:
O 0.708 1.760 -1.717
C 0.075 0.868 -0.899
C -0.204 1.155 0.429
C -0.838 0.215 1.224
C -1.206 -1.014 0.696
O -1.826 -1.971 1.444
C -0.917 -1.302 -0.635
C -0.278 -0.372 -1.426
H 0.846 2.590 -1.249
H 0.079 2.113 0.850
H -1.046 0.444 2.261
H -1.956 -1.647 2.342
H -1.199 -2.265 -1.029
H -0.043 -0.587 -2.456
I 3.299 -1.148 -0.203
I 4.506 1.160 0.366

Cartesian forces (eV/Å) of the 6 atoms listed first:
0.1 0.0 -0.2
0.0 0.0 0.2
0.1 0.0 -0.2
-0.1 -0.2 0.0
0.2 0.3 0.0
-0.2 -0.2 0.1

---

Entry 2:
Formula: C41H92N2O21P5Ti2
Source: the OMol25 dataset
Level of theory: the ωB97M-V functional and the def2-TZVPD basis

Kohn-Sham gap (alpha / beta) in eV: 3.81 / 4.38
2S+1: 8
⟨S²⟩: 15.767
Total charge: +2
LUMO level (alpha / beta) in eV: -4.624 / -8.260
Molecular weight in g/mol: 1199.8

Atoms and positions in Å:
Ti 4.139 0.023 -1.680
Ti 1.873 1.970 -2.963
C 1.086 -1.820 -0.342
C 0.891 -0.341 -0.388
C 0.788 0.352 1.015
O 1.854 0.238 -1.225
H 2.000 -2.172 0.137
H 1.209 -2.175 -1.365
H 0.170 -2.272 0.039
H -0.056 -0.099 -0.871
H 0.669 1.416 0.808
H 1.584 0.268 1.755
H -0.230 0.144 1.346
C -1.802 -1.238 -3.747
C -0.770 -0.340 -4.580
O -1.247 0.918 -4.978
P -0.181 1.952 -5.673
O 1.257 1.904 -5.251
O -0.459 1.620 -7.249
C 0.548 1.719 -8.212
C 0.059 1.390 -9.600
O -0.896 3.396 -5.465
C -2.309 3.591 -5.859
C -2.451 4.784 -6.857
H -1.472 -1.474 -2.735
H -2.740 -0.695 -3.639
H -2.190 -2.044 -4.369
H 0.238 -0.360 -4.167
H -0.642 -0.745 -5.584
H 1.066 2.677 -8.165
H 1.241 0.975 -7.819
H 0.937 1.371 -10.246
H -0.317 0.366 -9.592
H -0.592 2.155 -10.023
H -2.667 2.692 -6.359
H -2.945 3.764 -4.991
H -1.499 5.212 -7.171
H -2.981 4.598 -7.792
H -2.948 5.581 -6.304
C 0.388 -5.387 -1.896
C 1.919 -5.557 -1.378
O 2.585 -4.376 -1.772
P 4.123 -4.045 -1.509
O 4.518 -2.636 -1.839
O 4.788 -5.085 -2.552
C 4.675 -4.754 -3.947
C 3.558 -5.642 -4.546
O 4.414 -4.656 0.015
C 5.579 -4.665 0.705
C 6.026 -6.123 0.679
H -0.111 -6.328 -1.668
H -0.205 -4.637 -1.374
H 0.438 -5.173 -2.964
H 2.052 -5.588 -0.297
H 2.278 -6.440 -1.907
H 4.267 -3.760 -4.131
H 5.679 -4.747 -4.372
H 2.604 -5.166 -4.322
H 3.356 -5.478 -5.604
H 3.557 -6.712 -4.338
H 6.438 -4.025 0.501
H 5.269 -4.449 1.728
H 5.211 -6.668 1.155
H 6.196 -6.318 -0.380
H 6.938 -6.294 1.250
C 1.074 -1.324 9.464
C 2.317 -0.806 8.697
O 2.340 -1.360 7.431
P 1.311 -0.858 6.299
O -0.099 -1.187 6.574
O 2.004 -1.344 4.882
C 2.391 -2.635 4.650
C 3.073 -2.571 3.277
O 1.502 0.758 6.207
C 0.470 1.413 5.394
C 1.033 2.700 4.791
H 1.327 -1.164 10.512
H 0.094 -0.860 9.352
H 0.936 -2.385 9.253
H 2.529 0.246 8.884
H 3.140 -1.328 9.185
H 2.967 -3.099 5.451
H 1.570 -3.349 4.715
H 2.347 -2.252 2.529
H 3.929 -1.904 3.180
H 3.461 -3.561 3.038
H 0.061 0.771 4.614
H -0.385 1.572 6.051
H 1.744 2.479 3.996
H 0.454 3.296 4.085
H 1.536 3.420 5.437
C -1.949 6.940 -4.008
C -2.045 6.083 -2.688
O -0.848 6.156 -1.990
P 0.010 4.869 -1.465
O 0.267 3.691 -2.381
O 1.273 5.657 -0.921
C 1.329 5.966 0.494
C 1.861 4.780 1.405
O -0.849 4.485 -0.072
C -1.902 3.595 -0.077
C -2.678 3.906 1.249
H -1.339 6.405 -4.735
H -3.015 7.013 -4.226
H -1.327 7.822 -3.860
H -2.818 6.420 -1.997
H -2.269 5.040 -2.910
H 2.143 6.690 0.535
H 0.462 6.503 0.878
H 2.573 5.270 2.068
H 1.150 4.224 2.017
H 2.335 4.018 0.786
H -2.393 3.648 -1.049
H -1.435 2.611 -0.118
H -3.500 3.221 1.453
H -1.962 4.065 2.055
H -3.114 4.892 1.088
C -3.099 -2.435 -0.159
C -3.182 -0.998 0.390
O -4.355 -0.933 1.167
P -5.733 -0.158 0.638
O -6.136 -0.324 -0.785
O -6.917 -0.668 1.610
C -7.040 -0.261 2.951
C -6.483 -1.503 3.647
O -5.450 1.382 1.110
C -6.131 2.524 0.515
C -7.656 2.341 0.428
H -3.615 -3.015 0.606
H -3.591 -2.567 -1.123
H -2.094 -2.853 -0.107
H -2.343 -0.985 1.086
H -2.989 -0.144 -0.259
H -6.434 0.595 3.246
H -8.112 -0.181 3.133
H -6.409 -1.355 4.725
H -7.270 -2.253 3.571
H -5.597 -1.912 3.162
H -5.899 3.528 0.871
H -5.728 2.541 -0.497
H -8.064 2.059 1.399
H -7.931 3.366 0.179
H -7.943 1.579 -0.297
N -1.206 -2.501 3.668
C -1.264 -3.821 3.298
C -2.519 -4.364 3.813
C -3.083 -3.409 4.639
C -2.292 -2.245 4.514
H -0.455 -1.883 3.394
H -0.437 -4.270 2.767
H -2.930 -5.355 3.688
H -4.030 -3.497 5.150
H -2.232 -1.251 4.931
N 5.407 2.291 0.588
C 4.740 1.241 1.157
C 5.410 0.087 0.807
C 6.470 0.411 -0.046
C 6.358 1.821 -0.253
H 5.437 3.280 0.794
H 3.867 1.453 1.756
H 5.138 -0.945 0.968
H 7.055 -0.252 -0.665
H 6.921 2.609 -0.731

Cartesian forces (eV/Å) of the 6 atoms listed first:
-1.5 -0.3 0.3
-0.4 -0.6 0.8
-0.3 -0.6 -0.7
1.1 1.4 0.2
-0.7 0.6 -1.5
1.8 1.0 -0.9